The following is a DFT calculation (ωB97M-V with the def2-TZVPD basis set) of a molecular structure, C13H15N5O2.

energy: -928.07354 hartree

Last column: natural (NBO) charge in e.
CARTESIAN COORDINATES (ANGSTROEM)
1 O -2.351488 -1.626389 -0.278045  -0.487
2 O -3.815403 0.878319 -0.779334  -0.458
3 N 3.515606 2.362572 0.175109  -0.036
4 N 2.437092 0.149307 0.320431  -0.215
5 N 7.582009 -1.589837 -0.339244  -0.287
6 N 3.507043 0.904724 0.462368  -0.030
7 N 2.140073 2.538985 0.151295  -0.257
8 C -4.846086 -0.355766 1.288117  -0.607
9 C 1.461634 1.265272 0.174772  0.280
10 C 6.515017 -0.884539 -0.746233  0.260
11 C 0.022977 1.005706 0.019765  -0.172
12 C -1.645591 -2.497864 0.039599  -0.120
13 C -4.669985 -0.269699 -0.319746  -0.091
14 C 4.752484 0.301413 0.502888  -0.280
15 C -2.581605 0.752578 -0.541580  0.199
16 C 5.214079 -0.300485 -0.537310  -0.531
17 C -1.863187 -0.311403 -0.380909  0.198
18 C -0.473627 -0.119317 -0.218344  -0.170
19 C -0.751254 2.148879 -0.341565  -0.145
20 C -2.023306 1.871673 -0.721251  -0.204
21 H 5.502631 1.180379 0.983848  0.260
22 H -5.193203 0.480695 1.603594  0.205
23 H -5.612718 -1.052349 1.507475  0.215
24 H -2.241835 -3.732104 -0.098219  0.117
25 H -2.669002 2.846367 -0.685803  0.231
26 H -5.789477 0.129952 -0.772026  0.181
27 H 4.533353 -1.246103 -1.063983  0.291
28 H -4.551959 -1.243236 -0.873153  0.214
29 H -0.336269 3.183074 -0.323767  0.241
30 H -3.969174 -0.722263 1.616980  0.205
31 H 5.466175 0.573002 -1.513322  0.262
32 H 0.196792 -0.988794 -0.041972  0.234
33 H -1.223500 -2.517562 0.905073  0.139
34 H 4.553712 -0.357779 1.526168  0.241
35 H -0.792006 -2.757418 -0.701682  0.118

Forces on atoms 1 to 3 (eV/Å):
O -9.610 12.426 -4.217
O -7.199 -3.315 0.542
N -6.170 -5.122 1.895